Record 1
Here is C10H10Br2Ga as an isolated structure from the OMol25 dataset. Energies are from the ωB97M-V functional and the def2-TZVPD basis.

```
23
Properties=species:S:1:pos:R:3:forces:R:3
C 2.0376 -0.3503 0.9482 0.027 -0.214 0.973
C 2.8592 0.4744 1.7750 -0.712 -0.519 0.375
C 2.6060 0.1235 3.1375 -0.314 -0.341 -0.834
H 3.5376 1.2477 1.4250 -0.104 -0.079 0.070
C 1.6477 -0.9373 3.1507 0.254 0.403 -0.833
C 1.2982 -1.2312 1.7995 0.684 0.582 0.211
H 0.5657 -1.9653 1.4707 0.093 0.069 0.067
H 1.9673 -0.3050 -0.1365 0.120 -0.059 0.017
H 3.0540 0.5904 4.0132 -0.040 -0.118 -0.179
H 1.2470 -1.4287 4.0342 0.061 0.078 -0.123
Ga -0.8389 1.1237 -0.9237 0.642 0.410 1.045
Br 0.3477 2.9316 -1.7226 0.461 0.546 -0.001
C -2.8889 0.5366 -1.6770 -0.027 -0.998 -0.848
C -2.4565 -0.7007 -1.0935 0.016 -0.322 -1.085
C -1.2357 -1.0984 -1.7221 -1.128 0.151 -0.048
H -3.0202 -1.2938 -0.3713 0.489 0.499 0.004
C -0.8984 -0.1138 -2.7105 -0.913 -0.041 -0.320
C -1.9704 0.8706 -2.7376 -0.245 -1.063 0.089
H -2.1220 1.6341 -3.5000 0.370 0.011 0.616
H -3.8324 1.0495 -1.4768 0.560 -0.114 0.081
H -0.7443 -2.0677 -1.6120 0.096 0.668 0.366
H -0.0667 -0.1732 -3.4137 -0.277 0.163 0.401
Br -1.0934 1.0834 1.3432 -0.113 0.289 -0.044
```
Positions in Å, forces in eV/Å.

## Properties
Energy relative to the best compared isomer or geometry (same formula, charge and spin) in kJ/mol: 0.0
Net charge: -1

---

Record 2
Here is C46H46FN6O8PSiSn as an isolated structure from the OMol25 dataset. Energies are from the ωB97M-V functional and the def2-TZVPD basis.

```
110
Properties=species:S:1:pos:R:3:forces:R:3
Sn -2.3028 1.6998 0.6318 -0.088 0.035 0.103
O 4.2959 1.9166 3.7711 -0.018 0.035 0.045
C 3.7873 0.8279 3.1570 0.125 0.024 -0.435
O 4.4920 0.2441 2.3591 -0.044 0.105 0.145
C 2.4228 0.4572 3.5548 -0.033 -0.158 0.170
C 2.0013 0.1452 4.8307 0.047 -0.070 -0.088
N 0.6971 -0.1587 4.7170 -0.030 -0.012 0.065
N 0.2332 -0.0507 3.4657 -0.050 -0.049 -0.012
C 1.2701 0.3105 2.7370 -0.019 0.074 -0.036
C 1.1805 0.6616 1.2606 -0.226 -0.064 0.105
O 2.1097 1.4175 0.8890 0.125 0.016 -0.197
O 0.2147 0.1970 0.6238 0.457 0.166 -0.048
H 3.5910 2.3447 4.2762 0.016 -0.028 -0.013
H 2.5301 0.0667 5.7668 -0.008 0.016 -0.002
H 0.0808 -0.5008 5.4334 0.012 0.004 0.024
F 2.7246 -0.4008 -2.7451 -0.066 0.013 -0.100
C 2.4841 0.8662 -2.3349 -0.043 -0.023 0.056
C 1.2109 1.3235 -2.2474 -0.036 0.000 -0.013
C 0.9846 2.6234 -1.7844 0.087 0.041 0.095
C -0.3343 2.9501 -1.2921 -0.005 -0.060 0.084
O -1.1983 2.0437 -1.2662 -0.166 -0.109 -0.133
C -0.5384 4.2642 -0.7849 -0.057 -0.012 0.035
C 0.5322 5.0955 -0.6909 -0.024 -0.025 -0.061
N 1.8052 4.7331 -0.9792 -0.026 -0.033 -0.072
C 2.9017 5.6023 -0.6342 0.027 0.031 0.002
C 3.7226 5.2629 0.5789 0.026 -0.022 0.007
C 2.8028 6.4477 0.5967 -0.012 -0.024 0.008
C 2.0591 3.4707 -1.5051 0.064 -0.053 0.088
C 3.3595 2.9576 -1.5666 -0.014 0.074 0.002
C 3.5642 1.6328 -1.8830 0.101 0.058 0.182
N 4.7844 1.0123 -1.5767 -0.089 -0.234 -0.310
C 4.7879 -0.3579 -1.1047 0.048 -0.062 -0.011
C 5.9825 -0.5392 -0.1563 -0.035 -0.142 -0.054
N 6.3378 0.8022 0.3859 -0.087 0.098 0.178
C 6.9139 1.6893 -0.6742 -0.029 0.063 -0.022
C 6.0618 1.5363 -1.9552 0.033 0.084 0.196
C -1.8720 4.7515 -0.2342 0.077 -0.046 0.054
O -2.1013 5.9506 -0.2880 0.023 -0.014 0.038
O -2.6139 3.8534 0.3044 -0.143 0.068 -0.180
H 0.3700 0.6719 -2.4372 -0.007 -0.015 0.013
H 0.3857 6.1042 -0.3309 -0.014 -0.016 -0.002
H 3.4188 6.0212 -1.4897 -0.014 -0.001 -0.007
H 4.7908 5.4328 0.5324 -0.008 0.008 -0.003
H 3.4100 4.3819 1.1266 -0.012 0.009 0.007
H 3.2261 7.4403 0.5454 0.007 -0.006 -0.002
H 1.9086 6.3677 1.1976 0.014 0.006 0.005
H 4.1853 3.5331 -1.1773 0.021 0.040 -0.003
H 4.8684 -1.0929 -1.9131 -0.022 -0.007 0.049
H 3.8561 -0.5319 -0.5650 0.068 0.023 0.022
H 6.8649 -0.9303 -0.6622 0.028 0.055 0.004
H 5.7300 -1.1783 0.6841 -0.024 -0.020 0.003
H 6.9771 0.7137 1.1730 0.028 -0.041 0.010
H 5.4707 1.1759 0.8051 0.017 0.015 -0.068
H 7.9470 1.3831 -0.8342 0.008 0.000 0.057
H 6.9015 2.7069 -0.2866 -0.034 -0.015 -0.002
H 6.5748 0.8844 -2.6749 -0.014 -0.019 0.030
H 5.9352 2.5071 -2.4281 0.025 -0.004 -0.021
O -3.4270 -0.8472 3.2346 -0.235 0.113 0.002
N -4.3145 -0.0570 2.4958 0.011 0.023 0.031
C -4.9835 -0.7377 1.6599 0.081 -0.012 -0.088
C -4.9217 -2.2059 1.4471 -0.055 0.042 0.046
C -6.1062 -2.9211 1.6172 -0.019 0.009 -0.026
C -6.1218 -4.2999 1.5012 0.009 -0.001 -0.002
C -4.9407 -4.9752 1.2263 -0.008 0.016 0.007
C -3.7669 -4.2630 1.0433 0.001 0.026 -0.080
C -3.7373 -2.8713 1.1186 0.041 -0.040 0.026
P -2.2151 -1.8593 0.8236 0.184 0.002 -0.033
C -1.6124 -2.4695 -0.8083 0.001 -0.040 -0.003
C -1.1538 -3.7608 -1.0724 0.002 0.003 -0.017
C -0.7066 -4.1141 -2.3358 -0.017 -0.008 -0.014
C -0.6996 -3.1749 -3.3597 -0.009 -0.005 -0.017
C -1.1325 -1.8833 -3.1070 0.111 -0.034 0.062
C -1.5815 -1.5319 -1.8395 0.097 0.034 0.029
C -1.0572 -2.7106 1.9667 -0.013 -0.036 -0.007
C 0.2916 -2.8480 1.6417 -0.008 0.073 -0.002
C 1.1913 -3.3802 2.5539 0.011 0.026 0.009
C 0.7620 -3.7784 3.8122 -0.001 0.000 0.011
C -0.5783 -3.6407 4.1493 0.001 0.006 -0.018
C -1.4790 -3.1117 3.2348 0.011 -0.073 0.009
H -2.8169 -0.1948 3.5954 0.154 0.061 -0.006
H -5.6728 -0.1467 1.0684 -0.075 -0.013 0.023
H -7.0170 -2.3844 1.8558 0.000 -0.005 -0.004
H -7.0466 -4.8457 1.6376 0.001 0.001 -0.002
H -4.9336 -6.0555 1.1538 0.000 0.003 -0.001
H -2.8528 -4.8054 0.8470 0.017 0.001 -0.037
H -1.1111 -4.4956 -0.2800 -0.011 -0.017 0.035
H -0.3581 -5.1229 -2.5209 0.003 0.001 0.000
H -0.3509 -3.4500 -4.3475 0.006 -0.001 0.000
H -1.1170 -1.1418 -3.8972 0.105 -0.038 0.063
H -1.9154 -0.5192 -1.6493 0.059 -0.089 -0.049
H 0.6400 -2.5115 0.6735 0.015 -0.004 0.005
H 2.2352 -3.4819 2.2809 0.002 0.009 -0.004
H 1.4632 -4.2029 4.5208 0.001 0.006 0.000
H -0.9294 -3.9596 5.1238 -0.003 -0.001 0.002
H -2.5214 -3.0063 3.5084 0.051 -0.041 -0.003
C -5.1300 -2.3931 -2.6040 0.005 -0.011 0.000
Si -5.0723 -0.5942 -3.1224 -0.057 -0.124 0.031
C -6.7943 0.0335 -3.5004 -0.009 0.006 0.010
C -3.9811 -0.4067 -4.6311 0.035 0.029 -0.018
C -4.3506 0.3646 -1.7442 -0.044 0.035 0.051
C -3.7418 0.9288 -0.8517 -0.170 0.220 0.083
H -5.5371 -3.0268 -3.3960 0.001 0.005 -0.007
H -5.7470 -2.5253 -1.7117 -0.004 0.005 0.008
H -4.1241 -2.7487 -2.3640 -0.026 -0.006 -0.018
H -7.2432 -0.5234 -4.3264 0.003 0.000 0.001
H -6.7679 1.0897 -3.7745 -0.001 0.000 -0.003
H -7.4449 -0.0680 -2.6293 0.006 -0.003 -0.002
H -4.3754 -0.9763 -5.4764 -0.013 0.000 0.002
H -2.9741 -0.7702 -4.4166 -0.221 0.058 -0.065
H -3.9069 0.6414 -4.9272 -0.009 0.010 -0.007
```
Positions in Å, forces in eV/Å.

## Properties
Energy relative to the best compared isomer or geometry (same formula, charge and spin) in kJ/mol: 6.2

---

Record 3
Here is C29H80BO23Pb as an isolated structure from the OMol25 dataset. Energies are from the ωB97M-V functional and the def2-TZVPD basis.

```
134
Properties=species:S:1:pos:R:3:forces:R:3
Pb -4.6047 4.0284 -2.0045 -0.788 0.582 -1.856
O 0.4022 -2.3881 -0.5122 0.294 -1.640 -0.361
C 0.1069 -1.3053 -0.1940 -0.216 2.101 0.264
O -0.3483 -0.3251 -1.0406 0.040 -0.562 0.693
B -0.5801 0.8648 -0.2692 1.413 -0.624 0.640
O -0.2251 0.6092 1.1220 0.070 -0.658 -0.139
C 0.2394 -0.6592 1.2304 0.100 0.292 -0.417
O 0.7230 -1.1768 2.1913 -0.400 0.274 -0.394
O -2.0179 1.3174 -0.3857 0.264 0.616 -0.440
C -1.9598 2.4246 -0.9848 0.082 0.526 0.079
O -2.9043 3.1827 -1.2011 -0.155 -0.161 0.359
C -0.5554 2.8966 -1.3483 1.284 0.093 -0.360
O 0.2310 2.0041 -0.8254 -0.236 -0.200 0.123
O -0.2489 3.8656 -2.0118 -0.727 -0.991 0.693
C -3.3000 2.0538 2.6196 0.584 -0.629 -0.480
C -2.7559 3.4478 2.8825 0.771 0.035 -0.547
C -1.3918 3.7367 2.1597 -0.767 -0.153 1.072
O -3.7126 4.3977 2.4076 -0.299 0.112 -0.031
H -2.5108 1.3016 2.6381 0.340 0.173 0.241
H -3.7289 1.8931 1.6291 -0.150 0.536 -0.140
H -4.0221 1.7090 3.3375 -0.477 0.238 0.416
H -2.6381 3.5732 3.9705 0.145 -0.033 -0.294
H -1.5281 3.7200 1.0817 -0.120 0.258 -0.077
H -0.6397 2.9964 2.4056 0.128 -0.214 0.149
H -1.0162 4.7155 2.4891 -0.112 -0.168 -0.312
H -3.5398 5.2436 2.8361 -0.032 -0.073 -0.042
C 2.7418 -5.6650 -1.9219 0.149 -0.682 0.166
C 1.3513 -6.2769 -2.0733 -0.214 1.215 -0.249
C 0.3718 -5.3127 -2.7679 -0.079 -0.442 0.479
O 1.3818 -7.4812 -2.8224 0.089 -0.155 0.229
H 2.7434 -4.7842 -1.2635 -0.028 -0.152 -0.337
H 3.1825 -5.4563 -2.8992 -0.110 0.244 0.041
H 3.3820 -6.4322 -1.4659 0.059 0.257 0.061
H 0.9630 -6.4608 -1.0675 -0.119 -0.149 0.063
H 0.6776 -5.0381 -3.7764 0.039 -0.331 -0.118
H 0.2548 -4.3887 -2.2133 0.275 0.207 0.315
H -0.6198 -5.7654 -2.7607 -0.002 -0.105 -0.391
H 1.8039 -8.1550 -2.2709 -0.074 0.118 -0.264
C 0.7906 -2.3622 5.4900 0.325 -0.448 1.126
C 0.9664 -3.6935 6.2512 -0.875 0.108 0.322
C -0.1069 -3.8572 7.3783 1.321 0.191 -0.700
O 0.9117 -4.8289 5.3978 -0.339 0.171 0.067
H -0.0990 -2.2688 4.8761 -0.113 -0.386 -0.218
H 1.6987 -2.1951 4.9178 -0.071 0.294 -0.285
H 0.6948 -1.6111 6.2777 0.246 0.314 -0.218
H 1.9711 -3.6771 6.6982 -0.180 0.155 0.208
H -0.0161 -3.0228 8.0839 -0.167 -0.083 -0.194
H 0.1097 -4.7659 7.9325 -0.186 -0.187 -0.018
H -1.1020 -3.8968 6.9412 -0.072 -0.008 0.048
H 1.3581 -4.5800 4.5795 0.159 -0.107 -0.259
C 4.2814 -1.4172 0.9212 -0.470 0.013 -0.566
C 4.0394 -0.3664 -0.1717 -1.742 0.246 0.459
C 3.9946 1.0887 0.3931 0.536 -0.818 -0.342
O 4.9804 -0.6181 -1.1806 0.233 0.186 0.102
H 3.5642 -1.3817 1.7404 -0.061 0.361 0.041
H 5.2783 -1.2899 1.3083 0.438 -0.021 0.236
H 4.1857 -2.4250 0.5074 0.194 0.135 -0.117
H 2.9771 -0.5011 -0.5628 0.865 -0.216 0.078
H 4.9601 1.3637 0.8231 -0.035 0.063 0.029
H 3.2208 1.1617 1.1581 0.004 -0.117 0.117
H 3.7331 1.8043 -0.3836 0.102 0.028 -0.172
H 4.8259 -0.0663 -1.9628 -0.257 0.089 0.074
C -3.1100 -3.9108 0.7552 -0.551 0.222 -0.475
C -3.8078 -2.8402 1.5658 1.121 0.796 0.678
C -2.8179 -1.7128 2.0232 -0.574 -0.825 -1.493
O -4.8413 -2.2532 0.7719 -0.641 0.200 0.186
H -2.3929 -4.4662 1.3419 0.346 0.029 0.091
H -2.6525 -3.4409 -0.1204 0.378 -0.002 0.201
H -3.8123 -4.6186 0.3217 -0.262 -0.117 0.256
H -4.2746 -3.2085 2.4759 -0.005 -0.531 0.029
H -2.4081 -1.2952 1.0810 -0.148 0.059 0.457
H -1.9819 -2.1364 2.5820 -0.206 0.227 0.307
H -3.3922 -0.9338 2.5295 0.396 -0.088 0.226
H -5.5510 -2.0510 1.3983 0.032 0.026 -0.437
C -1.9826 6.1331 -3.0073 0.880 0.521 -1.001
O -3.2192 5.6800 -3.5420 -1.908 -0.797 0.113
H -1.1772 5.8247 -3.6913 -0.212 0.037 0.511
H -1.9549 7.2080 -2.9476 -0.143 0.188 0.167
H -1.8612 5.6934 -2.0387 0.284 -0.134 0.437
H -3.6679 6.3560 -4.0760 0.386 -0.281 0.220
C -1.0096 0.7272 -4.3840 0.185 0.211 -0.168
O -1.6116 1.9527 -3.8701 0.854 -0.330 -0.073
H -1.7927 0.1321 -4.8280 -0.344 -0.174 0.136
H -0.2957 0.9282 -5.1900 -0.039 0.208 0.296
H -0.5213 0.1899 -3.5713 -0.053 -0.031 -0.059
H -0.8889 2.5855 -3.7249 -0.323 0.044 -0.122
C 2.8196 1.6235 -3.1841 0.058 0.211 -0.450
O 3.9263 0.7982 -3.5052 -0.058 0.506 0.217
H 3.2568 2.4682 -2.6599 -0.342 0.212 0.125
H 2.2660 1.9919 -4.0777 0.512 -0.141 0.293
H 2.0815 1.1225 -2.5547 0.067 -0.118 0.243
H 3.6284 0.1629 -4.1573 -0.209 -0.615 -0.254
C 1.4488 -5.2363 1.9248 -0.583 0.131 -0.387
O 2.0432 -4.1855 2.6671 0.184 0.250 0.341
H 1.8398 -5.3203 0.8922 -0.065 0.135 0.498
H 1.6333 -6.1637 2.4616 0.228 -0.008 -0.006
H 0.3529 -5.1326 1.8791 0.226 0.080 -0.094
H 1.6991 -3.3053 2.4456 -0.102 -0.461 -0.286
C 1.3669 7.1651 -1.8709 -1.197 -1.205 -0.842
O 0.1653 7.6761 -2.5074 0.646 0.384 0.398
H 1.5784 7.5972 -0.9011 0.241 0.374 -0.103
H 1.0605 6.1309 -1.7064 0.400 -0.099 0.296
H 2.1942 7.1087 -2.5873 0.066 0.513 0.402
H 0.1961 8.6342 -2.5373 0.183 0.165 -0.027
C 1.9643 -2.1053 -3.8637 0.284 0.964 -1.332
O 2.4608 -1.1056 -4.8467 -0.390 -0.709 0.952
H 1.2779 -2.7934 -4.3501 -0.142 0.048 -0.043
H 2.7508 -2.6894 -3.3908 0.218 0.292 0.024
H 1.4348 -1.4748 -3.1664 -0.112 -0.206 0.498
H 2.7233 -1.5234 -5.6645 0.096 -0.400 -0.175
C -4.9760 1.5425 -4.0320 0.125 -0.543 -0.813
O -4.0726 2.6813 -4.0266 -0.591 0.341 1.050
H -4.7172 0.8560 -4.8582 -0.012 0.452 0.210
H -4.9277 0.9299 -3.1194 -0.232 0.525 -0.021
H -5.9774 1.9374 -4.2632 0.311 -0.218 0.358
H -3.1103 2.4014 -4.0328 -0.204 -0.077 -0.052
C 2.9457 0.7335 4.1471 -0.535 2.184 0.551
O 3.1602 1.3028 5.4950 0.252 -1.453 -1.192
H 2.5432 1.6387 3.6589 0.106 -0.521 -0.337
H 3.8722 0.4675 3.5918 -0.565 -0.251 0.712
H 2.1203 0.0051 4.1450 0.704 -0.137 -0.016
H 3.5041 0.5669 6.0134 0.023 0.200 0.260
C 2.2991 4.4430 0.8963 0.721 0.728 0.391
O 2.9870 5.7300 0.8062 -0.690 -1.152 0.445
H 1.3145 4.5809 1.3649 0.125 -0.173 -0.275
H 2.2233 4.1376 -0.1239 -0.376 -0.532 -0.591
H 2.8629 3.6702 1.4615 -0.145 0.605 -0.228
H 2.7323 6.1547 1.6238 0.339 0.524 0.231
C -3.5545 -0.9149 -1.8522 0.401 -0.884 -0.025
O -4.6457 -0.2936 -1.2651 -1.069 0.055 0.854
H -2.7997 -1.2182 -1.1292 0.044 -0.068 0.150
H -3.8170 -1.8066 -2.4461 0.003 0.339 -0.007
H -3.1154 -0.1515 -2.4435 0.772 0.393 -1.027
H -4.9211 -0.8857 -0.5399 -0.042 0.190 -0.047
```
Positions in Å, forces in eV/Å.

## Properties
Net charge: +1

---

Record 4
Here is a 2-piece molecular cluster, CH4NS2 overall from the OMol25 dataset. Energies are from the ωB97M-V functional and the def2-TZVPD basis.

```
8
Properties=species:S:1:pos:R:3:forces:R:3
C 0.4698 0.0187 0.4115 1.605 0.553 2.535
N -0.6098 0.0300 -0.5430 -3.742 -0.956 2.533
S 1.9421 -0.9530 0.0952 -1.429 0.384 0.381
S 1.9241 1.1580 0.1465 -1.944 -0.983 0.514
H -1.0738 -0.2162 2.0450 2.353 0.394 -1.688
H -1.2729 -0.8253 -0.2418 1.594 2.360 -1.205
H -0.1876 -0.1433 -1.3992 0.527 -0.267 -2.939
H -1.1920 0.9311 -0.5142 1.035 -1.486 -0.131
```
Positions in Å, forces in eV/Å.

## Properties
Energy relative to the best compared isomer or geometry (same formula, charge and spin) in kJ/mol: 457.7
Net charge: +1

---

Quick rundown of F_max, same order as above: 1.31, 0.49, 2.32, 4.62 eV/A
Quick rundown of HOMO energy, same order as above: -2.436, -7.003, -10.901, -13.630 eV
Quick rundown of orbital gap, same order as above: 4.98, 6.37, 6.12, 6.73 eV